Entry 1:
A structure of composition C31H47InNO2P2S2. Source: OMol25; level of theory: ωB97M-V/def2-TZVPD.

Last column: Mulliken charge in e.
Atoms and positions in Å:
In 0.7008 0.0758 -0.2001  0.213
C -2.4122 2.6870 -1.6207  0.150
C -2.8259 1.3846 -2.0160  1.221
C -3.3433 1.6491 0.2196  1.076
C -2.7434 2.8610 -0.2450  0.110
C -3.4362 0.7566 -0.8916  0.275
C -1.6518 3.6606 -2.4224  -1.462
H -1.7009 3.4170 -3.4884  0.374
H -0.5878 3.6945 -2.1413  0.243
H -2.0432 4.6742 -2.2769  0.510
C -2.4281 4.0374 0.5715  -1.116
H -2.4400 4.9505 -0.0422  0.356
H -1.4132 3.9316 0.9968  -0.153
H -3.1391 4.1484 1.4016  0.433
C -3.8351 1.3463 1.5650  -1.049
H -3.7107 2.2168 2.2223  0.254
H -3.2765 0.5069 2.0035  -0.048
H -4.9001 1.0523 1.5463  0.405
C -3.9861 -0.6027 -0.8301  -1.300
H -4.9934 -0.5680 -0.3971  0.369
H -3.3842 -1.2782 -0.2032  -0.005
H -4.0627 -1.0444 -1.8305  0.464
C -2.7032 0.8220 -3.3760  -1.786
H -3.4836 1.2026 -4.0539  0.291
H -2.7876 -0.2663 -3.3589  0.398
H -1.7360 1.0681 -3.8311  0.300
C 4.4303 -1.2025 -1.7104  0.080
C 3.7888 -0.1447 -2.5088  -0.203
C 3.2169 -0.4575 -3.8730  -1.401
C 2.0584 -1.4692 -3.8157  -1.780
C 1.5272 -1.5635 -2.4096  -0.299
C 2.0246 -2.5863 -1.5536  0.098
C 3.2320 -3.4411 -1.8837  -1.447
C 4.5175 -2.6433 -2.1722  -0.965
H 4.0050 -0.8492 -4.5330  0.536
H 2.4163 -2.4582 -4.1333  0.334
H 2.8825 0.4554 -4.3959  0.424
H 4.7851 -2.6910 -3.2298  0.264
H 5.1551 -0.9672 -0.9133  0.773
H 4.1823 0.8805 -2.3818  0.865
H 5.4130 -3.0661 -1.6906  0.501
H 3.4539 -4.0964 -1.0413  0.256
H 1.2566 -2.9884 -0.8658  0.173
H 2.9857 -4.0930 -2.7174  0.607
H 1.2482 -1.2457 -4.5332  0.466
H 0.5003 -1.1417 -2.2301  0.987
P 2.8851 -1.0090 -0.8885  0.884
P -0.0418 -2.6243 1.0737  0.965
C 2.8225 -1.9515 0.8183  -1.064
C 1.8145 -3.0444 1.2060  -1.318
H 2.8814 -1.1649 1.5875  0.630
H 3.8099 -2.3894 0.6710  0.482
H 1.8950 -4.0005 0.6774  0.388
H 1.9563 -3.3291 2.2556  0.624
C -0.7094 -3.6159 2.4333  -1.387
H -1.7863 -3.7095 2.2160  0.423
H -0.5522 -3.1428 3.4140  0.330
H -0.2045 -4.5996 2.4133  0.504
C -1.0050 -3.3858 -0.3051  -1.163
H -0.8441 -4.4776 -0.3444  0.389
H -0.8507 -2.9567 -1.3103  0.213
H -2.0632 -3.1915 -0.0091  0.451
C 3.4099 0.6891 -0.0095  -1.655
H 3.4140 1.5084 -0.7376  0.407
H 4.4050 0.4119 0.3673  0.524
H 2.7949 0.9906 0.8584  0.538
C 1.1264 1.1421 -2.0653  -0.352
H 0.2139 1.7427 -1.8529  -0.632
H 1.0269 0.7356 -3.0898  0.193
H 2.0701 1.7078 -2.0317  0.448
O 0.0581 -1.2107 4.4164  -0.690
S -0.7643 -0.3223 3.6144  1.054
O -1.9814 -0.8845 3.0607  -0.617
N 0.1347 0.4313 2.4152  -0.120
C 0.0671 1.7701 2.5158  0.602
S 0.6849 2.6094 1.1907  -0.387
C -0.6573 2.2341 3.7048  0.019
C -1.0823 3.5266 4.0609  -0.476
C -1.9108 3.6826 5.1835  -0.610
C -2.3234 2.5709 5.9488  -0.625
C -1.9468 1.2839 5.5676  -0.706
C -1.1433 1.1372 4.4477  0.204
H -0.8027 4.3944 3.4544  0.483
H -2.2694 4.6773 5.4375  0.403
H -2.9946 2.7463 6.7923  0.403
H -2.2930 0.4031 6.1337  0.451

Forces on the atoms, in the same order (eV/Å):
In -1.7 1.6 2.5
C 0.0 -0.1 1.3
C -1.1 -1.6 1.5
C 0.9 2.9 -0.6
C -0.9 -2.1 0.5
C 1.8 0.5 -2.8
C 0.0 0.4 -0.5
H 0.0 0.1 0.1
H -0.2 0.0 0.0
H 0.1 -0.1 -0.1
C 0.4 0.7 0.5
H -0.1 -0.1 0.3
H -0.5 0.3 -0.1
H 0.2 0.1 -0.2
C -0.2 0.0 0.7
H -0.1 -0.3 0.0
H -0.2 0.2 -0.1
H 0.3 0.1 0.1
C -0.5 -0.6 -0.2
H 0.1 -0.2 0.0
H -0.1 0.2 0.0
H 0.0 0.0 0.3
C 0.0 -0.1 -0.7
H 0.2 -0.1 0.1
H 0.0 0.0 -0.1
H -0.1 0.0 0.0
C 0.5 -1.3 0.8
C -0.3 -0.1 -1.4
C 0.4 0.3 -0.9
C 0.3 0.0 -0.4
C -0.6 -2.2 -1.0
C -0.9 -0.8 -2.1
C 0.3 -0.7 -0.1
C 1.0 -0.3 -1.0
H -0.1 0.0 0.1
H 0.0 0.1 0.3
H 0.1 -0.2 0.6
H -0.2 0.1 -0.1
H 0.2 0.3 -1.0
H -0.5 -0.8 0.0
H -0.6 -0.2 0.0
H -0.4 0.0 0.1
H 1.1 0.5 -0.5
H 0.0 -0.2 -0.2
H 0.3 0.3 0.5
H 1.4 -0.7 -0.2
P 0.3 3.3 4.0
P 0.3 1.5 0.1
C -0.3 0.2 0.1
C -0.8 -0.4 -0.2
H 0.0 -0.4 -0.1
H 0.3 -0.2 0.5
H 0.6 0.1 -0.1
H -0.1 0.3 0.0
C -0.1 -0.3 0.2
H 0.4 -0.1 0.4
H -0.1 -0.2 -0.5
H -0.4 0.2 0.0
C 0.0 -0.6 -0.1
H -0.2 0.3 -0.1
H 0.0 -0.1 0.5
H 0.8 -0.2 -0.2
C 0.1 -0.9 0.5
H 0.2 -0.4 0.6
H -0.1 0.5 0.0
H 0.3 -0.2 -0.3
C -1.6 1.6 -0.8
H 0.8 0.5 -0.8
H -0.2 0.0 0.8
H -0.8 0.0 0.3
O -0.3 0.6 -0.7
S 0.6 -0.9 -0.1
O 0.6 0.2 0.1
N -0.4 0.3 0.4
C 0.1 -2.0 -0.9
S 0.1 0.2 -0.1
C -1.2 0.4 0.9
C 0.2 -0.3 0.0
C 0.1 -0.6 -0.2
C 0.1 0.7 -0.5
C -0.1 -0.4 0.3
C -0.2 1.6 0.4
H 0.0 -0.4 0.3
H 0.1 -0.2 0.0
H 0.3 -0.2 -0.2
H 0.2 0.5 -0.4

Properties
- total charge = +1
- energy (Eh) = -3083.26838
- HOMO-LUMO gap (alpha / beta) (eV) = 4.9 / 4.7
- LUMO energy (alpha / beta) (eV) = -4.17 / -4.27
- F_max (eV/A) = 5.2
- ΔE to the lowest compared entry with this formula, charge and spin (kcal per mole) = 194.2

=====

Entry 2:
A structure of composition C31H47IrN2PSi4Te. Source: OMol25; level of theory: ωB97M-V/def2-TZVPD.

Last column: Mulliken charge in e.
Atoms and positions in Å:
Ir 2.6896 0.4577 -0.7501  1.028
C 4.6895 1.0247 5.4107  -0.553
C 5.3626 1.2180 4.2145  -0.584
C 4.7547 0.8693 3.0171  -0.336
C 3.4708 0.3387 3.0193  0.667
C 2.7983 0.1321 4.2220  -0.742
C 3.4105 0.4820 5.4139  -0.694
P 2.5804 -0.0054 1.4806  0.818
C 1.6598 -1.5460 1.7232  -0.116
C 0.2793 -1.6020 1.5539  -0.037
C -0.3669 -2.8291 1.6161  0.118
C 0.3531 -3.9894 1.8653  -0.822
C 1.7257 -3.9290 2.0582  -0.686
C 2.3796 -2.7096 1.9800  -0.496
C 1.4396 1.4012 1.4567  0.273
C 1.0108 2.3302 2.3976  -0.319
C 0.3048 3.4328 1.9408  -0.981
C 0.0580 3.6010 0.5792  -0.560
C 0.5179 2.6866 -0.3601  -0.762
C 1.2591 1.5953 0.0850  -0.475
H 5.1630 1.2912 6.3459  0.400
H 6.3613 1.6335 4.2141  0.423
H 5.2778 1.0186 2.0791  0.369
H 1.8031 -0.2957 4.2262  0.493
H 2.8898 0.3258 6.3491  0.425
H -0.2837 -0.6970 1.3591  0.342
H -1.4383 -2.8789 1.4652  0.111
H -0.1582 -4.9412 1.9120  0.426
H 2.2869 -4.8300 2.2644  0.424
H 3.4547 -2.6664 2.1177  0.441
H 1.2218 2.2076 3.4524  0.547
H -0.0523 4.1726 2.6443  0.417
H -0.4862 4.4770 0.2480  0.467
H 0.3411 2.8455 -1.4163  0.638
C 5.7645 2.0645 -1.1544  -1.112
C 5.7633 0.5806 -1.2418  0.491
N 4.6994 -0.1999 -1.2355  -0.101
C 5.1441 -1.5024 -1.3382  -0.441
C 6.4965 -1.5009 -1.4173  -0.594
N 6.8705 -0.1795 -1.3526  -0.031
H 4.7508 2.4238 -0.9699  0.120
H 6.1124 2.5106 -2.0868  0.384
H 6.4066 2.4146 -0.3457  0.339
H 4.4574 -2.3289 -1.3645  0.452
H 7.2086 -2.2978 -1.5177  0.415
H 7.8132 0.1701 -1.3907  0.184
C -2.9744 1.6314 1.5673  -0.547
Si -3.7473 0.1611 0.7169  0.276
C -3.6089 -1.3189 1.8596  -1.065
C -5.5630 0.4799 0.3700  -1.033
Si -2.7310 -0.2012 -1.3674  0.202
Te 0.9691 -0.5861 -2.1021  -0.313
Si -3.0922 -2.2539 -2.4377  0.359
C -2.3469 -3.6821 -1.4791  -0.984
C -4.9436 -2.5247 -2.5800  -1.011
C -2.3141 -2.2053 -4.1429  -0.970
Si -3.0895 1.5987 -2.8530  0.380
C -4.8356 1.4555 -3.5255  -1.038
C -1.8601 1.5546 -4.2639  -0.974
C -2.9249 3.2258 -1.9345  -0.533
H -3.3172 1.6826 2.6034  0.475
H -3.2376 2.5703 1.0792  0.313
H -1.8881 1.5562 1.5761  -0.269
H -4.2896 -1.1816 2.7025  0.453
H -2.6020 -1.4271 2.2630  0.227
H -3.8835 -2.2527 1.3659  0.281
H -6.0794 0.6641 1.3145  0.400
H -6.0390 -0.3772 -0.1092  0.287
H -5.7140 1.3498 -0.2702  0.260
H -2.6896 -3.7018 -0.4434  0.217
H -1.2562 -3.6350 -1.4760  0.251
H -2.6440 -4.6246 -1.9439  0.455
H -5.4142 -2.5772 -1.5965  0.281
H -5.1368 -3.4695 -3.0923  0.376
H -5.4340 -1.7299 -3.1430  0.287
H -1.3295 -1.7361 -4.1249  0.221
H -2.9345 -1.6567 -4.8532  0.285
H -2.1931 -3.2212 -4.5236  0.376
H -4.9658 0.5521 -4.1228  0.257
H -5.0561 2.3129 -4.1646  0.375
H -5.5762 1.4355 -2.7251  0.293
H -2.0504 0.7207 -4.9395  0.275
H -0.8381 1.4597 -3.8947  0.190
H -1.9244 2.4783 -4.8430  0.418
H -3.7775 3.3888 -1.2727  0.343
H -2.8877 4.0582 -2.6397  0.407
H -2.0246 3.2500 -1.3242  -0.258

Forces on the atoms, in the same order (eV/Å):
Ir 0.7 0.3 0.3
C 0.0 0.0 0.0
C 0.0 0.0 0.0
C 0.0 0.0 0.0
C 0.7 -0.5 -0.3
C 0.0 0.0 0.0
C 0.0 0.0 0.0
P -1.6 0.7 0.0
C 0.2 0.0 0.2
C 0.0 -0.1 0.0
C 0.0 0.1 0.0
C 0.0 0.0 0.0
C 0.0 0.0 0.0
C 0.0 0.0 0.0
C -0.1 0.1 0.2
C -0.1 -0.1 0.0
C 0.0 0.0 0.0
C 0.0 0.0 0.0
C -0.1 0.0 0.0
C 0.2 -0.2 -0.2
H 0.0 0.0 0.0
H 0.0 0.0 0.0
H 0.0 0.0 0.0
H 0.0 0.0 0.0
H 0.0 0.0 0.0
H 0.0 0.0 0.0
H 0.1 0.0 0.0
H 0.0 0.0 0.0
H 0.0 0.0 0.0
H 0.0 0.0 0.0
H 0.0 0.0 0.0
H 0.0 0.0 0.0
H 0.0 0.0 0.0
H 0.0 0.0 0.0
C 0.0 0.0 0.0
C 0.0 0.0 -0.1
N 0.0 0.0 0.0
C 0.0 0.0 0.0
C 0.0 0.0 0.0
N 0.1 0.1 0.0
H 0.0 0.0 0.0
H 0.0 0.0 0.0
H 0.0 0.0 0.0
H 0.0 0.0 0.0
H 0.0 0.0 0.0
H 0.0 0.0 0.0
C 0.0 0.1 0.0
Si 0.1 0.0 0.5
C 0.0 0.0 -0.1
C 0.1 -0.1 -0.2
Si 0.6 0.1 -0.5
Te -1.0 -0.3 0.2
Si 0.2 -0.4 -0.1
C 0.0 0.1 0.1
C 0.0 0.2 0.1
C 0.0 0.1 0.0
Si 0.2 0.2 -0.1
C 0.0 -0.2 0.1
C 0.0 -0.1 0.0
C -0.1 -0.1 0.1
H 0.0 0.0 0.0
H 0.0 0.0 0.0
H 0.1 0.0 0.0
H 0.0 0.0 0.0
H 0.0 0.1 0.0
H 0.0 0.0 0.0
H 0.0 0.0 0.0
H 0.0 0.0 0.0
H 0.0 0.0 0.0
H 0.0 0.0 0.0
H 0.0 0.0 0.0
H 0.0 0.0 0.0
H 0.0 0.0 0.0
H 0.0 0.0 0.0
H 0.0 0.0 0.0
H 0.0 0.0 0.0
H 0.0 0.0 0.0
H 0.0 0.0 0.0
H 0.0 0.0 0.0
H 0.0 0.0 0.0
H 0.0 0.0 0.0
H 0.0 0.0 0.0
H 0.0 0.0 0.0
H 0.0 0.0 0.0
H 0.0 0.0 0.0
H 0.0 0.0 0.0
H 0.1 0.0 0.0

Properties
- total charge = +1
- energy (Eh) = -3190.50041
- HOMO-LUMO gap (alpha / beta) (eV) = 5.9 / 5.1
- LUMO energy (alpha / beta) (eV) = -3.86 / -4.06
- F_max (eV/A) = 1.8
- ΔE to the lowest compared entry with this formula, charge and spin (kcal per mole) = 58.9

=====

Entry 3:
A structure of composition C31H47NO3P2PdS. Source: OMol25; level of theory: ωB97M-V/def2-TZVPD.

Last column: Mulliken charge in e.
Atoms and positions in Å:
Pd 0.0067 0.3949 -1.0079  -0.103
C 0.7085 -0.0441 2.2141  0.062
C 1.7114 0.3511 1.3014  0.273
C -0.1975 1.6525 0.9261  0.695
C -0.4342 0.7739 2.0291  1.111
C 1.1860 1.4381 0.4897  1.314
C 0.8630 -1.0595 3.2816  -1.201
H 1.6433 -1.7955 3.0266  0.368
H -0.0977 -1.5755 3.4529  0.137
H 1.1536 -0.5957 4.2412  0.397
C -1.5888 0.8501 2.9335  -1.147
H -1.8224 -0.1413 3.3493  0.017
H -2.4722 1.2319 2.4027  0.367
H -1.3970 1.5260 3.7842  0.356
C -1.0052 2.8447 0.5810  -1.564
H -0.8186 3.6965 1.2531  0.324
H -2.0756 2.5999 0.6374  0.466
H -0.7677 3.1565 -0.4405  0.313
C 2.0323 2.4836 -0.1424  -1.599
H 2.3877 3.2216 0.5943  0.361
H 1.4558 3.0071 -0.9094  0.317
H 2.9091 2.0263 -0.6140  0.390
C 3.1208 -0.0828 1.2656  -1.632
H 3.7432 0.5714 1.9011  0.374
H 3.5229 -0.0221 0.2447  0.438
H 3.2467 -1.1091 1.6326  0.455
C -1.0110 -1.5256 -1.4679  -0.613
C 0.0577 -1.8500 -0.6421  -0.548
C 1.3996 -2.3475 -1.0633  -0.698
C 1.8991 -1.7601 -2.4142  -0.855
C 1.7087 -0.2819 -2.5054  -0.168
C 0.5853 0.3323 -3.0711  -1.032
C -0.4983 -0.4507 -3.7606  0.848
C -1.0275 -1.6713 -2.9691  -1.225
H 1.4098 -3.4490 -1.1165  0.566
H 1.4388 -2.2964 -3.2594  -0.188
H 2.1171 -2.0691 -0.2732  0.200
H -0.4829 -2.5832 -3.2551  0.253
H -1.9928 -1.4752 -0.9804  0.740
H -0.1910 -1.9530 0.4199  0.729
H -2.0742 -1.8431 -3.2640  0.700
H -1.3427 0.2218 -3.9775  0.598
H 0.6659 1.3884 -3.3499  0.730
H -0.0997 -0.8175 -4.7256  -1.098
H 2.9799 -1.9659 -2.4692  0.575
H 2.5789 0.3382 -2.2721  0.726
P -0.8661 -0.9548 -6.7774  1.017
P -0.8632 1.8569 -7.8207  0.385
C -1.0807 -0.8415 -8.6251  -0.777
C -1.5066 0.5674 -9.0285  -0.928
H -1.8316 -1.5917 -8.9075  0.485
H -0.1153 -1.1128 -9.0777  0.466
H -1.1306 0.8281 -10.0273  0.548
H -2.6028 0.6599 -9.0289  0.484
C -1.5920 3.2962 -8.7146  -1.118
H -1.1933 4.2166 -8.2767  0.395
H -2.6784 3.2904 -8.5889  0.394
H -1.3429 3.2578 -9.7818  0.364
C 0.8035 1.9895 -8.6155  -1.150
H 0.6894 1.9627 -9.7087  0.420
H 1.4497 1.1698 -8.2809  0.300
H 1.2480 2.9468 -8.3117  0.410
C -2.4735 -1.7266 -6.3570  -1.106
H -2.5166 -1.9844 -5.2930  0.153
H -2.6048 -2.6282 -6.9660  0.488
H -3.2711 -1.0049 -6.5748  0.367
C 0.2653 -2.4019 -6.7567  -1.249
H 1.2225 -2.1025 -7.2026  0.351
H -0.1714 -3.2216 -7.3382  0.457
H 0.4552 -2.7375 -5.7288  0.291
O -3.1358 -2.2850 5.8274  -0.658
S -2.4733 -3.0843 4.8265  0.998
O -1.4116 -3.9682 5.2389  -0.663
N -2.0641 -2.2091 3.5036  -0.336
C -2.7671 -2.4371 2.3647  0.645
O -2.6496 -1.8042 1.2976  -0.655
C -3.7464 -3.5385 2.6026  -0.008
C -4.6963 -4.0766 1.7251  -0.329
C -5.5831 -5.0537 2.1902  -0.590
C -5.5070 -5.5170 3.5187  -0.460
C -4.5503 -4.9784 4.3950  -0.608
C -3.6964 -3.9892 3.9041  0.067
H -4.7300 -3.7173 0.6983  0.428
H -6.3467 -5.4706 1.5321  0.374
H -6.1922 -6.2896 3.8723  0.385
H -4.4599 -5.3019 5.4299  0.432

Forces on the atoms, in the same order (eV/Å):
Pd -0.2 -0.4 0.1
C 0.0 -0.9 1.2
C 0.2 1.0 -1.2
C 1.3 0.2 0.6
C -0.6 0.4 0.1
C -0.1 0.1 2.2
C 0.4 -0.1 -0.5
H -0.2 0.3 0.1
H -0.1 0.0 0.1
H -0.2 0.0 -0.2
C -0.5 0.0 -0.2
H 0.0 0.0 0.0
H 0.2 -0.1 0.2
H 0.1 -0.1 -0.2
C -0.6 -0.1 -0.4
H 0.0 -0.3 -0.1
H 0.3 0.2 0.0
H -0.2 0.2 0.1
C 0.1 -0.2 -0.6
H -0.2 -0.2 -0.1
H 0.2 0.2 0.0
H -0.1 0.2 0.1
C 0.3 -0.3 -0.1
H -0.2 -0.2 -0.1
H 0.0 0.0 0.3
H 0.0 0.3 0.0
C 0.1 -0.6 0.4
C -1.0 -0.3 0.0
C 0.5 0.3 -0.2
C 0.5 -0.7 0.2
C -1.0 0.9 -0.7
C 1.3 -0.5 -0.5
C -0.4 -0.2 0.1
C -0.3 -0.4 -0.4
H -0.1 0.3 0.1
H 0.2 0.4 0.3
H -0.2 -0.2 -0.3
H -0.2 0.2 0.1
H 0.3 0.3 0.2
H -0.1 0.0 -0.2
H 0.4 0.0 0.1
H 0.3 -0.2 0.0
H 0.0 -0.2 0.2
H -0.1 0.3 0.5
H -0.4 0.0 -0.1
H -0.4 -0.1 0.1
P -0.7 -1.3 -2.2
P 0.3 -0.6 -3.0
C 0.3 0.6 0.0
C -0.6 -0.2 0.6
H 0.3 0.1 0.0
H -0.3 0.1 0.1
H -0.2 0.0 0.3
H 0.3 -0.1 -0.1
C -0.4 0.5 1.0
H -0.1 0.0 -0.2
H 0.1 0.1 -0.1
H 0.1 -0.2 0.3
C 0.4 0.1 1.0
H 0.0 0.0 0.4
H 0.0 0.2 -0.2
H 0.1 -0.3 -0.1
C -0.1 0.6 0.7
H -0.1 0.0 -0.3
H 0.1 0.2 0.1
H 0.1 -0.2 0.1
C 0.5 0.4 0.7
H -0.2 -0.2 0.1
H 0.0 0.2 0.1
H 0.0 -0.1 -0.3
O 0.5 0.0 -0.4
S -1.0 -0.5 -1.1
O 0.0 0.5 -0.1
N 0.8 1.0 -0.5
C 0.2 -0.1 1.4
O 0.5 -0.1 0.0
C -0.9 -0.5 -0.5
C 0.1 0.0 0.2
C 0.2 0.0 0.4
C 0.4 0.4 0.0
C 0.0 0.1 -0.5
C -0.7 -0.8 0.7
H -0.1 -0.1 0.2
H 0.3 0.1 0.1
H 0.2 0.3 -0.1
H -0.1 0.0 -0.2

Properties
- total charge = +2
- energy (Eh) = -2697.91363
- HOMO-LUMO gap (alpha / beta) (eV) = 5.8 / 2.7
- LUMO energy (alpha / beta) (eV) = -5.99 / -9.05
- F_max (eV/A) = 3.1
- ΔE to the lowest compared entry with this formula, charge and spin (kcal per mole) = 53.2
- multiplicity = 5

=====

Number 2 is which compound? C31H47IrN2PSi4Te

=====

energy of number 2 (C31H47IrN2PSi4Te)? -3190.50041 Eh